w.
The following is a DFT calculation (wB97M-V/def2-TZVPD) of a gas-phase ion, C3H8N3 (charge +1).

The SMILES is C1NCN2[NH2+][C@@H]12. The molecular weight comes out at 86.12 g mol⁻¹. The charge is +1. The HOMO-LUMO gap is 10.919 eV.

XYZ file:
```
14
C3H8N3, DFT wB97M-V/def2-TZVPD
C -0.85041 0.89317 0.29262
N -1.08007 -0.29506 -0.45083
C -0.21005 -1.25743 0.20031
N 1.03751 -0.60414 0.55204
N 1.39955 0.12797 -0.62230
C 0.64717 0.99806 0.33807
H -1.28495 0.86079 1.29515
H -1.15662 1.86603 -0.20414
H -2.08695 -0.44476 -0.52944
H -0.59917 -1.77644 1.06466
H -0.04193 -2.06409 -0.59917
H 0.82282 -0.18626 -1.45661
H 2.34897 0.17720 -0.83002
H 1.05411 1.70496 0.94966
```

These are the natural (NBO) partial charges, in e, on atoms 1 to 5:
1. C -0.28
2. N -0.66
3. C -0.13
4. N -0.17
5. N -0.40



x.
The following is a DFT calculation (wB97M-V/def2-TZVPD) of a molecular structure, C3H8N3.

The molecular weight comes out at 86.12 g mol⁻¹. The charge is +1. The HOMO-LUMO gap (spin up / spin down) is 9.362 / 9.362 eV.

XYZ file:
```
14
C3H8N3, DFT wB97M-V/def2-TZVPD
C 0.80350 0.04901 1.31812
C 0.25718 0.07105 -0.11451
C -0.47062 -1.25029 -0.44885
N 2.33699 0.09280 0.11715
N 1.53318 0.30511 -0.79846
N -0.85829 1.13189 -0.51711
H 1.10455 1.02760 1.81365
H 0.48048 -0.74896 2.09181
H -0.00347 -2.15735 -0.21748
H -0.73338 -1.24594 -1.60781
H -1.29160 -1.23874 0.25865
H -1.67490 0.63680 -0.65899
H -0.52461 1.45863 -1.43560
H -0.95903 1.86838 0.19943
```

These are the natural (NBO) partial charges, in e, on atoms 1 to 5:
1. C -0.36
2. C 0.19
3. C -0.64
4. N 0.09
5. N -0.18



Verdict on stability: w comes out on top.



w.
The following is a DFT calculation (wB97M-V/def2-TZVPD) of 2 unconnected molecules or ions with the total composition C3H8N3.

The molecular weight comes out at 86.12 g mol⁻¹. The charge is +1. The HOMO-LUMO gap (spin up / spin down) is 8.260 / 9.439 eV.

XYZ file:
```
14
C3H8N3, DFT wB97M-V/def2-TZVPD
C 1.65424 -0.66660 -0.09926
C 0.66719 1.27479 0.07396
C -1.62424 -0.09068 0.00171
N 1.86005 0.55160 -0.15189
N 0.40062 -1.11508 0.31985
N -0.31989 0.08154 0.55516
H 2.30979 -1.39222 -0.45221
H 0.87179 1.67906 1.10586
H 0.47407 1.98903 -0.79064
H -2.49293 0.61453 0.12943
H -1.50644 -0.17380 -1.06524
H -2.07715 -1.17426 0.20384
H 0.10668 -1.80797 -1.41536
H -0.32378 0.23007 1.58480
```

These are the natural (NBO) partial charges, in e, on atoms 1 to 5:
1. C 0.20
2. C -0.10
3. C -0.47
4. N -0.35
5. N -0.24



x.
The following is a DFT calculation (wB97M-V/def2-TZVPD) of a gas-phase ion, C3H8N3 (charge +1).

The molecular weight comes out at 86.12 g mol⁻¹. The charge is +1. The HOMO-LUMO gap is 7.569 eV.

XYZ file:
```
14
C3H8N3, DFT wB97M-V/def2-TZVPD
C 0.60828 -0.80991 -0.10013
C 2.65208 0.49101 -0.30191
C -2.87088 0.39595 -0.07633
N 1.62773 0.17604 0.36701
N -0.47167 -0.03395 -0.60117
N -1.62895 -0.04631 0.09582
H 0.93845 -1.52511 -0.99907
H 0.29108 -1.29748 0.85891
H 3.24760 1.42086 0.06600
H 2.82155 0.00931 -1.16517
H -3.67533 0.08115 0.63487
H -3.32985 0.98132 -0.95823
H 1.45893 0.76861 1.19066
H -1.66904 -0.61148 0.98876
```

These are the natural (NBO) partial charges, in e, on atoms 1 to 5:
1. C -0.11
2. C 0.13
3. C -0.14
4. N -0.39
5. N -0.44



y.
The following is a DFT calculation (wB97M-V/def2-TZVPD) of a molecular structure, C3H8N3.

The molecular weight comes out at 86.12 g mol⁻¹. The charge is +1. The HOMO-LUMO gap is 8.562 eV.

XYZ file:
```
14
C3H8N3, DFT wB97M-V/def2-TZVPD
C -1.46660 -0.78612 0.54077
C -0.65547 -0.00491 -0.21698
C 1.35659 -0.05847 -0.79167
N -2.58639 0.04786 0.05177
N -1.64642 0.89113 -0.61039
N 1.98816 -0.09645 0.52549
H -1.61825 -1.65930 1.09875
H 1.58286 -0.97308 -1.37594
H 1.57797 0.98819 -1.08173
H -2.97815 0.43625 0.83726
H -1.97809 1.22962 -1.54398
H 1.56829 0.72647 1.05761
H 3.02123 0.22604 0.42789
H 1.83427 -0.96723 1.08113
```

These are the natural (NBO) partial charges, in e, on atoms 1 to 5:
1. C -0.20
2. C 0.13
3. C -0.24
4. N -0.37
5. N -0.49



z.
The following is a DFT calculation (wB97M-V/def2-TZVPD) of 2 unconnected molecules or ions with the total composition C3H8N3.

The molecular weight comes out at 86.12 g mol⁻¹. The charge is +1. The HOMO-LUMO gap is 11.063 eV.

XYZ file:
```
14
C3H8N3, DFT wB97M-V/def2-TZVPD
C 2.21287 -0.85931 -0.09228
C 0.54023 1.03329 -0.09535
C -2.31912 -0.64733 0.52623
N 1.39164 0.24649 0.02802
N -0.19895 2.09579 -0.19349
N -1.25494 -0.39547 -0.09907
H 2.98721 -0.85800 -0.87638
H 2.65471 -1.10839 0.88858
H 1.51529 -1.65961 -0.41127
H -2.87709 -1.68793 0.37008
H -2.94205 -0.01003 1.03725
H 0.18241 3.07792 0.12094
H -1.09560 1.90771 -0.67174
H -0.79662 -1.13515 -0.53152
```

These are the natural (NBO) partial charges, in e, on atoms 1 to 5:
1. C -0.44
2. C 0.79
3. C 0.05
4. N -0.30
5. N -0.82



Verdict on stability: z comes out on top.



w.
The following is a DFT calculation (wB97M-V/def2-TZVPD) of 2 unconnected molecules or ions with the total composition C3H8N3.

The molecular weight comes out at 86.12 g mol⁻¹. The charge is +1. The HOMO-LUMO gap (spin up / spin down) is 10.265 / 9.152 eV.

XYZ file:
```
14
C3H8N3, DFT wB97M-V/def2-TZVPD
C 0.72429 0.97147 -0.64446
C 1.49673 -0.23153 -1.06381
C 0.18851 -0.97642 1.12607
N -0.68322 -1.02479 0.03471
N -2.23319 0.63000 0.20726
N 0.43765 -0.27709 -0.07418
H 0.90267 1.69221 0.11049
H 0.01054 1.40204 -1.38395
H 1.34106 -0.64492 -2.11658
H 2.42779 -0.46717 -0.59323
H -0.15989 -0.19712 1.82675
H 0.90274 -1.76913 1.47113
H -2.13100 0.55128 1.19579
H -3.22467 0.34117 -0.09600
```

These are the natural (NBO) partial charges, in e, on atoms 1 to 5:
1. C -0.20
2. C -0.20
3. C -0.09
4. N 0.01
5. N -0.60



x.
The following is a DFT calculation (wB97M-V/def2-TZVPD) of a molecular structure, C3H8N3.

The molecular weight comes out at 86.12 g mol⁻¹. The charge is +1. The HOMO-LUMO gap is 11.333 eV.

XYZ file:
```
14
C3H8N3, DFT wB97M-V/def2-TZVPD
C -0.73304 -1.27749 0.33287
C -1.50599 -0.03269 0.04539
C 1.03890 -0.19213 -0.43371
N 0.49599 -1.27802 0.04901
N 1.92168 0.40221 0.36326
N -0.51980 0.95942 -0.45276
H -1.23315 -2.18520 0.60102
H -2.44288 -0.21400 -0.37794
H -1.92769 0.30145 1.13084
H 1.45400 -0.24089 -1.38953
H 2.78048 0.86737 0.03534
H 2.02860 -0.10394 1.26047
H -0.86625 1.26877 -1.31117
H -0.49085 1.72513 0.14693
```

These are the natural (NBO) partial charges, in e, on atoms 1 to 5:
1. C 0.19
2. C -0.34
3. C 0.36
4. N -0.40
5. N -0.78



y.
The following is a DFT calculation (wB97M-V/def2-TZVPD) of 3 unconnected molecules or ions with the total composition C3H8N3.

The molecular weight comes out at 86.12 g mol⁻¹. The charge is +1. The HOMO-LUMO gap is 5.577 eV.

XYZ file:
```
14
C3H8N3, DFT wB97M-V/def2-TZVPD
C -0.39571 1.64336 -3.62138
C -1.37581 4.27619 -3.96350
C 2.89523 -4.18044 5.43357
N -0.04752 0.60681 -3.82428
N 2.49491 -5.28491 5.76047
N -2.46275 3.89954 -4.38707
H -0.94344 5.08153 -4.57066
H -0.85619 3.80532 -3.23662
H 3.83750 -3.98083 5.86672
H 2.66019 -3.53176 4.58034
H 1.70525 -5.68720 5.39063
H 0.46445 -0.25576 -3.93181
H -2.83065 3.94946 -5.37871
H -2.95893 3.11564 -3.92590
```

These are the natural (NBO) partial charges, in e, on atoms 1 to 5:
1. C 0.18
2. C 0.19
3. C -0.03
4. N -0.63
5. N -0.58



Verdict on stability: x comes out on top.